Record 1
{
  "formula": "C21H23NO5",
  "method": "the ωB97M-V functional and the def2-TZVPD basis",
  "species": ["C", "C", "C", "C", "C", "O", "C", "O", "C", "O", "C", "N", "C", "O", "C", "C", "C", "C", "O", "C", "C", "C", "C", "C", "C", "C", "C", "H", "H", "H", "H", "H", "H", "H", "H", "H", "H", "H", "H", "H", "H", "H", "H", "H", "H", "H", "H", "H", "H", "H"],
  "coordinates": [[2.9361, 2.6192, -0.6152], [4.0842, 1.6893, -0.2178], [5.2403, 2.5112, 0.3742], [4.5489, 0.9102, -1.4494], [3.6033, 0.7559, 0.8799], [2.6081, 0.9453, 1.5272], [4.4479, -0.5061, 1.1423], [3.9615, -1.4927, 0.2340], [3.1703, -2.4490, 0.7036], [3.0024, -2.7128, 1.8644], [2.3897, -3.0973, -0.4400], [1.0431, -2.5683, -0.3460], [0.7908, -1.2752, -0.7170], [1.5830, -0.6147, -1.3587], [-0.5412, -0.7701, -0.2951], [-1.6770, -1.5736, -0.3101], [-2.9015, -1.0655, 0.0765], [-3.0034, 0.2597, 0.4935], [-4.1605, 0.8136, 0.9557], [-5.3809, 0.3657, 0.5133], [-5.6189, 0.0173, -0.8119], [-6.8911, -0.3593, -1.2016], [-7.9287, -0.3843, -0.2852], [-7.6923, -0.0202, 1.0300], [-6.4242, 0.3534, 1.4329], [-1.8646, 1.0628, 0.5250], [-0.6481, 0.5532, 0.1252], [2.1509, 2.0382, -1.0926], [2.5241, 3.1140, 0.2609], [3.2870, 3.3743, -1.3140], [6.0732, 1.8758, 0.6663], [5.5955, 3.2206, -0.3696], [4.9054, 3.0658, 1.2481], [4.8074, 1.6120, -2.2392], [3.7435, 0.2713, -1.8007], [5.4202, 0.2958, -1.2421], [5.5090, -0.3602, 0.9411], [4.2876, -0.8476, 2.1707], [2.3631, -4.1817, -0.3375], [2.8174, -2.7957, -1.3969], [0.4717, -2.9570, 0.3895], [-1.6131, -2.5981, -0.6473], [-3.7779, -1.6970, 0.0685], [-4.8127, 0.0532, -1.5304], [-7.0716, -0.6290, -2.2317], [-8.9188, -0.6805, -0.5966], [-8.4985, -0.0305, 1.7482], [-6.2225, 0.6420, 2.4526], [-1.9570, 2.0811, 0.8677], [0.2392, 1.1657, 0.1556]],
  "forces_ev_per_a": [[0.11, -0.15, 0.16], [-0.20, 0.40, -0.13], [-0.17, -0.14, 0.00], [-0.13, -0.01, 0.12], [0.45, -0.30, -0.26], [-0.22, -0.01, 0.19], [-0.11, 0.08, 0.66], [0.43, 0.25, -0.43], [-0.34, -0.59, 0.10], [0.04, 0.00, -0.06], [0.16, 0.30, 0.03], [-0.09, -0.29, 0.03], [-0.27, -0.27, -0.03], [0.16, 0.19, -0.02], [-0.20, 0.17, 0.02], [0.22, 0.14, 0.01], [-0.31, 0.12, 0.18], [0.51, -0.27, -0.14], [-0.03, 0.18, 0.12], [-0.48, -0.12, -0.14], [0.25, 0.15, 0.09], [-0.04, -0.02, 0.01], [-0.12, -0.03, -0.03], [-0.03, -0.03, -0.05], [0.37, 0.04, -0.02], [-0.34, -0.02, 0.01], [0.03, -0.19, -0.07], [-0.13, -0.01, -0.05], [-0.06, 0.07, 0.03], [0.07, 0.07, -0.10], [0.16, -0.04, 0.03], [0.06, 0.05, -0.08], [0.00, 0.09, 0.09], [0.07, 0.09, -0.06], [0.00, -0.08, -0.11], [0.15, -0.10, -0.01], [-0.09, -0.03, -0.03], [0.08, 0.15, -0.20], [0.06, 0.11, 0.04], [-0.05, -0.15, 0.10], [0.03, 0.12, -0.04], [0.00, -0.09, -0.02], [-0.03, -0.02, -0.02], [0.04, 0.00, -0.04], [-0.01, -0.02, -0.08], [-0.08, -0.02, -0.02], [-0.06, 0.01, 0.06], [0.04, 0.03, 0.11], [-0.01, 0.12, 0.04], [0.11, 0.08, 0.00]],
  "e_above_lowest_ev": 1.518,
  "smiles": "CC(C)(C)C(=O)COC(=O)CNC(=O)c1ccc(Oc2ccccc2)cc1",
  "spin_multiplicity": 1
}

Record 2
{
  "formula": "C21H24BrN3O5",
  "method": "the ωB97M-V functional and the def2-TZVPD basis",
  "species": ["C", "H", "H", "H", "C", "H", "H", "O", "C", "C", "C", "C", "C", "C", "H", "H", "N", "C", "O", "C", "H", "H", "C", "C", "O", "N", "N", "C", "O", "C", "O", "C", "C", "C", "C", "C", "C", "Br", "H", "C", "H", "H", "H", "H", "H", "H", "H", "H", "H", "H", "H", "H", "H", "H"],
  "coordinates": [[-5.1506, -0.6074, 0.2185], [-5.6289, 0.3014, 0.1291], [-4.2132, -0.4134, 0.8027], [-5.7771, -1.4567, 0.4487], [-4.6733, -1.0730, -1.4313], [-5.6053, -1.1401, -1.8952], [-4.2000, -0.1822, -1.4989], [-3.9830, -2.0799, -1.4839], [-2.7190, -2.0991, -1.0473], [-1.9209, -1.0895, -0.4464], [-0.6927, -0.9750, -0.0487], [-0.0852, -2.2924, -0.3171], [-0.6635, -3.6593, -0.8383], [-1.9875, -3.2620, -1.0465], [-2.5676, -4.2034, -1.6118], [-0.2588, -4.4611, -0.7244], [1.4129, -2.7316, 0.1457], [2.2225, -1.7147, 0.6464], [2.0822, -0.4491, 0.9216], [3.6847, -2.0781, 0.5807], [3.7849, -3.1510, 0.7358], [4.1958, -1.3677, 1.2439], [4.1451, -1.9028, -0.9566], [3.3177, -0.8225, -1.4778], [2.4638, -0.8505, -2.6772], [3.8677, 0.3742, -1.2550], [2.9912, 1.2746, -1.4989], [3.2463, 2.7639, -0.8575], [4.1131, 2.7324, -0.0186], [2.1832, 3.6354, -0.9952], [0.8525, 3.2769, -1.2126], [0.1986, 2.7115, -0.1429], [0.8923, 2.5415, 1.2181], [0.1110, 1.9280, 2.2644], [-1.2703, 1.7844, 2.2138], [-1.8323, 2.3022, 1.0381], [-1.1179, 2.5287, -0.2639], [-2.0132, 2.8307, -1.4923], [-2.9607, 2.0152, 0.9268], [-2.1292, 1.4688, 3.4794], [-1.9138, 0.1732, 3.5512], [-1.7167, 1.7625, 4.5559], [-3.1492, 1.6189, 3.3652], [0.6019, 1.7188, 3.2393], [1.8195, 2.7050, 1.2278], [2.5012, 4.0875, -2.0442], [2.3153, 4.3201, -0.2323], [2.2502, 1.0937, -1.9462], [4.4585, 0.6126, -0.5861], [3.7672, -2.8595, -1.5103], [5.2517, -1.8012, -1.1345], [1.7747, -3.4121, -0.2695], [0.0812, -0.2639, 0.2352], [-2.3573, -0.1628, -0.2267]],
  "forces_ev_per_a": [[2.42, -2.63, -2.16], [-1.49, 1.80, -0.21], [-1.03, -0.80, -0.22], [-0.08, 0.14, 1.08], [-5.68, 7.27, 5.53], [-1.18, -0.17, -1.22], [1.74, 2.95, -1.93], [4.92, -8.21, -0.74], [4.25, 0.10, 1.99], [-6.60, 2.78, -1.35], [6.95, -6.59, -0.84], [3.84, -5.25, 0.82], [-5.57, 18.16, 1.64], [-2.51, -7.12, -4.38], [0.78, 2.35, 1.67], [4.56, -9.29, 0.85], [-6.93, 12.64, 5.11], [1.42, 2.24, -0.81], [-1.64, -4.66, -0.74], [0.56, -0.61, -1.15], [0.62, 0.12, 0.87], [0.16, -0.76, -0.08], [-1.39, -3.40, 0.36], [-0.25, 0.56, -8.48], [3.46, -0.63, 7.16], [-3.25, -3.93, -2.56], [4.64, 12.40, 4.19], [1.38, -10.56, 1.20], [0.53, 1.33, -0.90], [-1.47, 3.26, -5.08], [0.40, -1.10, 0.19], [3.70, 0.57, 3.87], [-10.81, -2.95, -2.13], [2.99, 1.48, -0.18], [-1.00, 2.57, -0.18], [-1.50, -3.33, -0.97], [4.98, -2.74, 14.92], [-8.75, 2.91, -13.15], [1.86, 1.25, 0.03], [4.64, -4.64, 1.02], [-1.10, 3.54, -0.04], [-0.77, -0.02, -2.67], [-1.76, 0.38, -0.20], [-0.08, 0.08, -0.88], [7.31, 1.07, 0.72], [-0.81, 0.07, 1.93], [-0.12, 1.92, 1.48], [-6.74, -2.11, -4.58], [3.40, 0.86, 4.14], [0.99, 1.59, 0.90], [-1.22, 0.12, 0.37], [3.94, -7.11, -4.35], [-1.07, 0.66, 0.38], [-1.64, 1.47, -0.23]],
  "spin_multiplicity": 1
}

Record 3
{
  "formula": "C21H24CaN4S2SbSe4",
  "method": "the ωB97M-V functional and the def2-TZVPD basis",
  "species": ["Ca", "S", "C", "N", "C", "C", "N", "C", "C", "C", "C", "C", "C", "C", "C", "S", "C", "C", "C", "C", "C", "C", "C", "H", "H", "H", "H", "H", "H", "H", "H", "H", "H", "H", "H", "H", "H", "H", "H", "H", "H", "Se", "Sb", "Se", "Se", "Se", "C", "N", "C", "C", "N", "H", "H", "H", "H", "H", "H"],
  "coordinates": [[-2.6037, -0.4618, -1.9303], [-2.1058, -0.5632, 0.7787], [-0.5657, -0.1195, 1.1482], [-0.1845, 0.3037, 2.3614], [1.2253, 0.5563, 2.6669], [2.0507, -0.4630, 1.9666], [1.7755, -0.3830, 0.5215], [2.9752, -0.4620, -0.3403], [3.8609, 0.7632, -0.2027], [5.1155, 0.6706, 0.3884], [5.9070, 1.8047, 0.5571], [5.4407, 3.0425, 0.1397], [4.1842, 3.1442, -0.4535], [3.3979, 2.0123, -0.6248], [0.5482, -0.1653, 0.0693], [0.1869, 0.0409, -1.5430], [-1.1070, 0.4179, 3.5087], [-0.9056, -0.6917, 4.5240], [-1.2147, -2.0148, 4.1926], [-0.9845, -3.0360, 5.1054], [-0.4438, -2.7502, 6.3572], [-0.1397, -1.4393, 6.6931], [-0.3692, -0.4157, 5.7760], [1.3620, 0.4605, 3.7391], [1.5292, 1.5613, 2.3657], [1.8353, -1.4599, 2.3545], [3.1046, -0.2498, 2.1198], [2.6388, -0.5843, -1.3557], [3.5284, -1.3552, -0.0512], [5.4835, -0.2990, 0.7127], [6.8834, 1.7177, 1.0169], [6.0532, 3.9270, 0.2715], [3.8167, 4.1086, -0.7879], [2.4184, 2.0908, -1.0936], [-2.1147, 0.4138, 3.1252], [-0.9241, 1.3863, 3.9743], [-1.6533, -2.2371, 3.2222], [-1.2388, -4.0568, 4.8424], [-0.2712, -3.5478, 7.0699], [0.2742, -1.2086, 7.6675], [-0.1382, 0.6128, 6.0441], [-6.8944, -0.5475, -4.4680], [-5.9220, -0.7102, -2.2418], [-4.2136, -2.6154, -2.2138], [-4.5389, 1.4108, -1.8223], [-7.4888, -1.0224, -0.4179], [-4.0185, 0.3135, -7.1017], [-2.6505, 0.0615, -6.6160], [-1.5319, 0.2919, -7.5254], [-2.4084, -0.1189, -5.3236], [-2.1382, -0.3006, -4.2100], [-4.2183, -0.3363, -7.9580], [-4.1202, 1.3600, -7.4049], [-4.7460, 0.1023, -6.3075], [-1.6718, -0.3029, -8.4268], [-0.6006, -0.0026, -7.0519], [-1.4694, 1.3454, -7.8082]],
  "forces_ev_per_a": [[-0.12, -0.09, -0.20], [0.10, -0.11, 0.53], [0.18, -0.03, -0.47], [0.28, 0.09, 0.61], [-0.49, 0.13, 0.01], [0.13, -0.16, -0.47], [0.88, -0.02, 0.39], [-0.10, 0.18, 0.29], [-0.26, 0.01, 0.12], [0.07, 0.03, -0.02], [-0.11, -0.05, -0.05], [-0.08, -0.04, -0.03], [0.00, -0.08, 0.00], [-0.02, 0.01, -0.02], [-0.63, 0.06, 0.15], [0.34, 0.11, 0.18], [0.26, -0.13, -0.06], [0.13, -0.05, -0.24], [-0.02, 0.01, 0.01], [0.00, 0.10, -0.02], [-0.04, 0.05, -0.09], [-0.04, 0.04, -0.09], [0.01, -0.01, 0.08], [-0.03, 0.00, 0.15], [-0.09, 0.11, -0.04], [-0.04, -0.12, -0.09], [0.12, -0.01, -0.06], [-0.15, -0.04, -0.33], [0.01, -0.06, 0.07], [-0.02, 0.07, 0.00], [-0.01, -0.01, -0.01], [-0.04, -0.05, -0.01], [0.03, -0.08, 0.03], [0.14, -0.02, 0.08], [-0.29, 0.00, -0.15], [0.04, 0.06, 0.03], [0.07, 0.04, 0.12], [0.02, 0.08, 0.02], [0.00, 0.03, -0.03], [-0.02, 0.00, -0.03], [-0.01, -0.10, -0.02], [0.18, 0.03, -0.13], [-0.31, -0.04, 0.09], [-0.19, -0.03, 0.08], [-0.19, 0.02, 0.07], [0.12, 0.03, -0.02], [0.09, -0.02, 0.25], [-0.05, -0.11, 0.50], [-0.25, 0.03, 0.20], [0.10, 0.01, -0.22], [0.14, 0.24, -1.22], [0.04, 0.03, 0.10], [0.03, -0.05, 0.01], [0.11, -0.03, -0.07], [-0.03, -0.05, -0.04], [0.03, -0.03, 0.06], [-0.01, 0.04, 0.00]],
  "e_above_lowest_ev": 0.000,
  "charge": -1,
  "spin_multiplicity": 1
}

Kohn-Sham gap (computed, eV): 9.3081; 8.2161; 3.6225